Entry 1
Entry from the OMol25 dataset: CH5N3O in the gas phase (ωB97M-V with the def2-TZVPD basis set).

```
10
CH5N3O, DFT ωB97M-V with the def2-TZVPD basis set
N -1.56301 -0.58305 0.07649
N -1.12894 0.80325 0.08918
C 0.15349 0.67560 -0.25448
N 0.83829 -0.45584 -0.23763
O 2.17189 -0.08057 -0.02117
H -1.06689 -1.17826 -0.70943
H -2.49947 -0.48327 -0.26627
H 0.47196 1.76504 -0.28953
H 0.58637 -0.85209 0.86657
H 2.03631 0.38917 0.74629
```

Output
HOMO level, hartree: -0.3297
SMILES: N/N=C\NO
Orbital gap, eV: 9.6

Atomic partial charges in e from the Mulliken method, atoms 1 to 6: atom 1 (N): -0.504, atom 2 (N): -0.348, atom 3 (C): 0.054, atom 4 (N): -0.446, atom 5 (O): -0.321, atom 6 (H): 0.267

Entry 2
Entry from the OMol25 dataset: 2 unconnected molecules or ions with the total composition CH5N3O (ωB97M-V with the def2-TZVPD basis set).

```
10
CH5N3O, DFT ωB97M-V with the def2-TZVPD basis set
N 1.86311 -0.04973 -0.39506
C 0.66676 0.04387 -0.18933
N -0.38808 0.45632 0.33250
N -1.13021 1.58878 -0.02509
H 2.35098 -0.92780 -0.32690
H -0.97528 1.91320 -0.97652
H -0.88709 2.33855 0.61765
O -0.18870 -2.05235 0.33617
H -0.83045 -2.03643 -0.38295
H -0.48103 -1.27442 1.00954
```

Output
HOMO level, hartree: -0.3205
SMILES: N=C=NN.O
Orbital gap, eV: 9.3

Atomic partial charges in e from the Mulliken method, atoms 1 to 6: atom 1 (N): -0.556, atom 2 (C): 0.646, atom 3 (N): -0.318, atom 4 (N): -0.529, atom 5 (H): 0.280, atom 6 (H): 0.234

Entry 3
Entry from the OMol25 dataset: CH5N3O in the gas phase (ωB97M-V with the def2-TZVPD basis set).

```
10
CH5N3O, DFT ωB97M-V with the def2-TZVPD basis set
N -1.80442 -0.07864 0.08391
N -0.64623 -0.60257 -0.15724
C 0.60806 -0.05890 -0.03324
N 0.64973 1.36004 0.08496
O 1.49149 -0.88695 0.03089
H -2.16910 0.54696 -0.64761
H -1.83419 0.46872 0.89124
H -0.40432 -1.53699 0.21789
H -0.11544 1.60295 -0.56945
H 1.54920 1.61560 -0.02119
```

Output
HOMO level, hartree: -0.3593
SMILES: NNC(N)=O
Orbital gap, eV: 10.5

Atomic partial charges in e from the Mulliken method, atoms 1 to 6: atom 1 (N): -0.670, atom 2 (N): -0.017, atom 3 (C): 0.523, atom 4 (N): -0.469, atom 5 (O): -0.619, atom 6 (H): 0.254

If we sort the structures by their calculated energies, the order from most to least stable is entry 3, entry 2, entry 1.

Entry 1
Entry from the OMol25 dataset: 2 unconnected molecules or ions with the total composition C5H8N2OS (ωB97M-V with the def2-TZVPD basis set).

```
17
C5H8N2OS, DFT ωB97M-V with the def2-TZVPD basis set
C -2.01722 1.36801 -0.04521
C -0.99338 -1.09838 -0.63279
C -1.12585 -0.71032 0.78240
C 2.66206 2.16698 -0.07701
C -0.53182 -0.01491 -1.48634
N -1.88475 0.47456 0.94851
N -1.15088 1.17433 -1.18234
O -2.85676 2.30562 -0.02307
S 1.80272 1.05915 0.65212
H -0.35216 -2.03130 -0.82209
H -2.05350 -1.46631 -1.04174
H -1.50584 -1.54335 1.37395
H -0.08032 -0.64950 1.12298
H 2.22414 3.11575 -0.05670
H 3.76508 1.93580 -0.37946
H -2.44347 0.57667 1.87735
H -1.03128 1.99054 -1.68376
```

Output
HOMO level, hartree: -0.3086
Orbital gap, eV: 7.9

Atomic partial charges in e from the Mulliken method, atoms 1 to 6: atom 1 (C): 0.311, atom 2 (C): -0.113, atom 3 (C): -0.528, atom 4 (C): -0.341, atom 5 (C): -0.600, atom 6 (N): -0.053

Entry 2
Entry from the OMol25 dataset: C5H8N2OS in the gas phase (ωB97M-V with the def2-TZVPD basis set).

```
17
C5H8N2OS, DFT ωB97M-V with the def2-TZVPD basis set
C 0.82114 -1.53889 0.43970
C 0.12371 -0.73362 -0.69926
C -1.27204 -1.32759 -0.61102
C 0.10413 0.67888 -0.23544
N -0.28514 1.69204 -0.88908
C -0.21244 2.82630 -0.11073
S -0.74107 4.25751 -0.53994
O 0.29276 2.45909 1.14355
N 0.57134 1.07265 1.12942
H 0.40071 -1.38988 1.40327
H 1.94286 -1.34705 0.67956
H 0.90572 -2.62778 0.34254
H 0.77596 -0.64047 -1.58082
H -1.78304 -1.28579 0.36372
H -1.36780 -2.33741 -0.83816
H -1.83260 -0.89436 -1.31601
H 1.55578 1.13636 1.31871
```

Output
HOMO level, hartree: -0.3224
SMILES: CC(C)c1nc(=S)o[nH]1
Orbital gap, eV: 8.8

Atomic partial charges in e from the Mulliken method, atoms 1 to 6: atom 1 (C): -1.496, atom 2 (C): 0.771, atom 3 (C): -1.639, atom 4 (C): 0.234, atom 5 (N): -0.467, atom 6 (C): 0.257

If we sort the structures by their calculated energies, the order from most to least stable is entry 2, entry 1.

Entry 1
Entry from the OMol25 dataset: a molecular structure, C4H10N2Si (ωB97M-V with the def2-TZVPD basis set).

```
17
C4H10N2Si, DFT ωB97M-V with the def2-TZVPD basis set
C 3.34184 -0.53240 -0.12549
C 1.21783 0.25143 -0.75679
C 0.45128 0.14365 0.31642
C -1.87668 0.88725 1.32598
N 2.47360 -0.30476 -1.00980
N -1.38811 0.64180 0.01303
Si -1.68859 -0.69004 -1.03178
H 4.27450 -0.95554 -0.54328
H 3.18100 -0.37820 0.92083
H 0.99944 0.85432 -1.66603
H 0.45223 0.05951 1.38688
H -1.94436 -0.07202 1.87154
H -1.19056 1.61329 1.93473
H -2.91707 1.23259 1.33969
H -0.55949 -1.50302 -1.17939
H -2.89727 -1.11524 -0.43220
H -1.92959 -0.13261 -2.36434
```

Output
Multiplicity: 3
HOMO level (alpha / beta), hartree: -0.2273 / -0.3301
Orbital gap (alpha / beta), eV: 7.0 / 6.5

Atomic partial charges in e from the Mulliken method, atoms 1 to 6: atom 1 (C): -0.372, atom 2 (C): -0.055, atom 3 (C): -0.477, atom 4 (C): -0.852, atom 5 (N): -0.417, atom 6 (N): -0.135

Entry 2
Entry from the OMol25 dataset: 2 unconnected molecules or ions with the total composition C4H10N2Si (ωB97M-V with the def2-TZVPD basis set).

```
17
C4H10N2Si, DFT ωB97M-V with the def2-TZVPD basis set
C 1.59312 -0.54021 -1.49706
C 1.13768 0.22523 -0.49702
C -0.21142 -1.62604 0.95472
C -0.34419 0.20426 -0.09562
N -1.38317 0.63684 -2.08263
N -1.43683 0.13294 -0.90340
Si -0.42211 1.38677 1.51736
H 2.64391 -0.55772 -1.75146
H 0.90402 -1.15868 -2.04555
H 1.75887 0.87165 0.14709
H 0.02737 -2.34515 0.22996
H 0.69300 -1.24426 1.46612
H -1.11951 -1.83006 1.48253
H -2.34656 0.41412 -2.44934
H -1.80752 1.46659 2.15362
H -0.41717 2.64951 0.86806
H 0.73051 1.31421 2.50263
```

Output
Multiplicity: 3
HOMO level (alpha / beta), hartree: -0.2462 / -0.3200
Orbital gap (alpha / beta), eV: 7.6 / 7.0

Atomic partial charges in e from the Mulliken method, atoms 1 to 6: atom 1 (C): -0.775, atom 2 (C): -0.218, atom 3 (C): -1.052, atom 4 (C): 0.295, atom 5 (N): -0.606, atom 6 (N): 0.085

Entry 3
Entry from the OMol25 dataset: a molecular structure, C4H10N2Si (ωB97M-V with the def2-TZVPD basis set).

```
17
C4H10N2Si, DFT ωB97M-V with the def2-TZVPD basis set
C 1.42766 -0.51233 -2.06586
C 1.27812 0.32963 -1.02967
C -0.35560 -1.53845 0.67907
C 0.01062 0.39973 -0.25221
N -1.48558 0.65604 -1.99948
N -1.17260 0.35805 -0.77526
Si -0.57848 1.35264 1.33808
H 2.27250 -0.52797 -2.70230
H 0.66109 -1.30562 -2.35711
H 2.02119 1.03192 -0.70342
H -0.61721 -2.00811 -0.27057
H 0.44936 -1.90232 1.24866
H -1.18094 -1.27973 1.28353
H -2.54805 0.62373 -2.12054
H -1.96111 0.85366 1.63545
H -0.40990 2.69029 0.75410
H 0.24371 1.18194 2.67925
```

Output
Multiplicity: 3
HOMO level (alpha / beta), hartree: -0.2408 / -0.3088
Orbital gap (alpha / beta), eV: 7.2 / 6.9

Atomic partial charges in e from the Mulliken method, atoms 1 to 6: atom 1 (C): -0.720, atom 2 (C): -0.151, atom 3 (C): -1.196, atom 4 (C): 0.312, atom 5 (N): -0.842, atom 6 (N): 0.317

If we sort the structures by their calculated energies, the order from most to least stable is entry 2, entry 3, entry 1.

Entry 1
Entry from the OMol25 dataset: 8 unconnected molecules or ions with the total composition C24H64O8 (ωB97M-V with the def2-TZVPD basis set).

```
96
C24H64O8, DFT ωB97M-V with the def2-TZVPD basis set
C 16.66630 -13.53803 9.78013
C 17.17723 -12.61213 10.86112
C 17.99299 -11.40417 10.34600
O 16.11220 -12.11656 11.57645
H 15.79246 -13.07364 9.32314
H 16.38178 -14.52998 10.13111
H 17.42669 -13.76055 9.03153
H 17.76496 -13.23838 11.53229
H 18.28205 -10.80897 11.21219
H 17.48043 -10.66654 9.72851
H 18.88951 -11.70053 9.80147
H 15.44575 -11.77927 10.97340
C 17.19020 -15.33294 13.38242
C 18.66829 -15.52215 13.12634
C 19.47770 -15.05737 14.36949
O 19.08616 -16.84958 12.91551
H 16.85217 -15.92706 14.23146
H 16.65463 -15.54430 12.45690
H 16.87726 -14.32025 13.63666
H 18.97179 -14.92909 12.26363
H 19.32476 -14.02235 14.67519
H 20.50341 -15.40461 14.24528
H 19.05067 -15.60340 15.21067
H 19.11790 -17.26432 13.78071
C 24.17719 -18.15799 9.05664
C 25.04637 -17.46846 8.00595
C 25.12005 -18.38863 6.76632
O 24.49404 -16.21188 7.65026
H 23.88721 -17.43851 9.82238
H 24.69508 -18.97032 9.56656
H 23.27019 -18.58785 8.63158
H 26.04188 -17.33829 8.43036
H 25.79990 -19.18456 7.07030
H 25.84008 -17.87134 6.13223
H 24.18707 -18.71342 6.30571
H 23.82667 -16.28497 6.96405
C 23.24417 -14.22334 11.45203
C 22.61955 -13.14898 10.55868
C 21.63823 -12.26188 11.23134
O 23.74945 -12.43681 10.09701
H 24.00852 -14.74645 10.87738
H 22.48668 -14.92925 11.79259
H 23.62155 -13.69501 12.32756
H 22.08671 -13.70880 9.79005
H 21.11975 -11.57062 10.56693
H 22.15152 -11.74808 12.04413
H 20.87435 -12.83591 11.75583
H 24.08267 -12.87129 9.30847
C 18.95622 -10.94459 16.50117
C 19.35581 -10.10195 15.28366
C 19.83613 -10.89663 14.09067
O 18.17798 -9.42293 14.88617
H 19.80080 -11.55434 16.82206
H 18.10367 -11.56598 16.22708
H 18.70681 -10.32969 17.36593
H 20.15614 -9.40722 15.53846
H 19.11430 -11.63262 13.73659
H 20.73911 -11.41909 14.40654
H 20.04131 -10.19460 13.28249
H 17.57129 -10.15081 14.73216
C 27.09356 -14.80078 9.86069
C 28.03987 -13.62806 10.31645
C 27.38198 -12.30094 10.50295
O 28.57315 -14.05555 11.52528
H 27.51574 -15.80556 9.87772
H 26.65079 -14.61875 8.88145
H 26.25829 -14.93544 10.54792
H 28.85899 -13.58740 9.59848
H 28.04474 -11.64022 11.06179
H 26.41843 -12.38331 11.00581
H 27.25527 -11.88710 9.50256
H 29.39075 -14.50793 11.30511
C 25.19163 -11.19001 6.99184
C 25.17163 -12.64875 6.62135
C 26.50372 -13.18758 6.07757
O 24.78439 -13.39108 7.74681
H 25.95609 -11.08644 7.76189
H 24.21261 -10.79486 7.26289
H 25.46529 -10.56490 6.14186
H 24.41636 -12.78631 5.84757
H 26.77836 -12.66803 5.15956
H 26.45268 -14.22779 5.75591
H 27.25991 -13.04261 6.84911
H 24.71950 -14.31497 7.49422
C 24.88860 -9.78962 11.89703
C 23.69980 -9.06472 11.27064
C 24.09577 -7.69988 10.81948
O 23.22053 -9.76539 10.17931
H 24.73099 -10.75221 12.38355
H 25.33136 -9.14770 12.65860
H 25.67397 -9.95221 11.15889
H 22.92099 -9.07766 12.03313
H 24.97305 -7.67084 10.17323
H 24.32771 -7.04230 11.65728
H 23.32193 -7.19601 10.24035
H 23.60351 -10.64185 10.26132
```

Output
HOMO level, hartree: -0.3410
SMILES: CC(C)O.CC(C)O.CC(C)O.CC(C)O.CC(C)O.CC(C)O.CC(C)O.CC(C)O
Orbital gap, eV: 9.7

Atomic partial charges in e from the Mulliken method, atoms 1 to 6: atom 1 (C): -1.399, atom 2 (C): 1.843, atom 3 (C): -1.287, atom 4 (O): -0.577, atom 5 (H): 0.378, atom 6 (H): 0.286

Entry 2
Entry from the OMol25 dataset: 8 unconnected molecules or ions with the total composition C24H64O8 (ωB97M-V with the def2-TZVPD basis set).

```
96
C24H64O8, DFT ωB97M-V with the def2-TZVPD basis set
C -2.34076 0.45697 3.05666
C -2.64367 -1.03144 2.66458
C -3.75605 -1.12285 1.57466
O -1.42175 -1.54935 2.18431
H -1.51912 0.56335 3.76497
H -3.22339 0.88500 3.53190
H -2.14740 0.99449 2.12834
H -2.86426 -1.64160 3.54045
H -4.69069 -0.92333 2.09882
H -3.78295 -2.13966 1.18290
H -3.62073 -0.32960 0.83945
H -1.41519 -2.49420 2.01452
C 2.84361 3.69741 -1.99974
C 3.33375 2.41153 -2.67639
C 4.71499 2.47818 -3.38559
O 3.23801 1.32110 -1.85255
H 2.32569 4.36828 -2.68516
H 3.63400 4.18651 -1.43038
H 2.02240 3.45887 -1.32386
H 2.57982 2.28459 -3.45328
H 5.59156 2.29014 -2.76562
H 4.89073 3.46696 -3.80930
H 4.73833 1.72174 -4.17003
H 3.61339 1.55906 -1.00163
C -1.57671 -4.36250 -0.45265
C -1.00311 -4.95081 0.83538
C 0.52619 -4.93147 0.79331
O -1.48829 -4.28772 1.99064
H -1.33681 -3.30187 -0.52767
H -2.66425 -4.36726 -0.37958
H -1.20539 -4.85184 -1.35308
H -1.38946 -5.96963 0.86435
H 0.96965 -5.35947 1.69234
H 1.04054 -3.98173 0.94006
H 0.91211 -5.42710 -0.09749
H -1.29154 -4.91134 2.69349
C 0.09001 -2.97940 -4.58627
C -0.67445 -1.91962 -5.38098
C -2.17190 -1.84936 -5.10126
O -0.00801 -0.68691 -5.09438
H -0.24155 -3.97720 -4.87358
H 0.03842 -2.93342 -3.49846
H 1.15423 -2.92225 -4.81486
H -0.48275 -2.15994 -6.42674
H -2.66050 -1.22635 -5.85042
H -2.42429 -1.36043 -4.16034
H -2.64278 -2.82887 -5.01802
H 0.15747 -0.64868 -4.14952
C 2.22649 4.15092 1.85208
C 1.84611 2.83927 2.55652
C 0.33766 2.61310 2.63097
O 2.37843 1.71033 1.85598
H 2.02500 5.03213 2.46115
H 1.58967 4.20244 0.96895
H 3.27866 4.10331 1.57142
H 2.19067 2.87007 3.59017
H -0.10164 2.26428 1.69639
H -0.19288 3.49732 2.98423
H 0.16448 1.92771 3.46064
H 1.99464 0.92884 2.26043
C -1.91452 4.04673 -1.16444
C -3.38051 3.94825 -0.74252
C -3.84610 2.47780 -0.63164
O -3.53633 4.60305 0.46065
H -1.19449 3.65617 -0.44534
H -1.75269 5.09544 -1.41370
H -1.83596 3.42356 -2.05527
H -4.00142 4.30814 -1.56292
H -3.43866 1.85133 -1.42513
H -4.93067 2.41648 -0.72132
H -3.57956 2.09029 0.35167
H -4.41553 4.38166 0.77622
C 3.12205 -1.07676 4.00555
C 1.81027 -1.51424 3.37942
C 0.98050 -2.22886 4.42555
O 1.12103 -0.38951 2.93316
H 3.70889 -0.54089 3.25953
H 3.72249 -1.93711 4.30116
H 2.97202 -0.50771 4.92303
H 2.02456 -2.13721 2.51104
H 1.48421 -3.15031 4.71760
H 0.06148 -2.47292 3.89270
H 0.71533 -1.58685 5.26556
H 0.27195 -0.72684 2.63843
C 0.97057 -1.37748 -0.33543
C 0.28659 -0.45757 -1.40329
C -0.10668 0.91671 -0.92814
O 1.10485 -0.27574 -2.58011
H 0.24829 -1.85375 0.32758
H 1.54450 -0.74740 0.34406
H 1.56450 -2.13862 -0.84141
H -0.61973 -0.94516 -1.76236
H 0.60255 1.22177 -0.15871
H -1.07606 0.98206 -0.43405
H -0.04894 1.69680 -1.68724
H 1.89692 0.09162 -2.18102
```

Output
HOMO level, hartree: -0.3454
SMILES: CC(C)O.CC(C)O.CC(C)O.CC(C)O.CC(C)O.CC(C)O.CC(C)O.CC(C)O
Orbital gap, eV: 9.8

Atomic partial charges in e from the Mulliken method, atoms 1 to 6: atom 1 (C): -1.027, atom 2 (C): 0.452, atom 3 (C): -1.299, atom 4 (O): 0.260, atom 5 (H): 0.276, atom 6 (H): 0.538

If we sort the structures by their calculated energies, the order from most to least stable is entry 2, entry 1.

Entry 1
Entry from the OMol25 dataset: a gas-phase ion, H2NO4S2 (charge -1) (ωB97M-V with the def2-TZVPD basis set).

```
9
H2NO4S2, DFT ωB97M-V with the def2-TZVPD basis set
N 1.62947 -0.30295 -0.91142
O -1.34101 1.81648 0.83429
O -3.31776 0.15689 0.70066
O 1.05473 -1.21474 1.24482
O -0.82488 -0.42405 -0.16463
S -2.21461 0.84357 0.06443
S 0.66215 -0.01951 0.47464
H 2.08827 0.22195 -1.61580
H 2.26364 -1.07763 -0.62699
```

Output
HOMO level, hartree: -0.1657
Net charge: -1
Orbital gap, eV: 8.0

Atomic partial charges in e from the Mulliken method, atoms 1 to 6: atom 1 (N): -0.485, atom 2 (O): -0.623, atom 3 (O): -0.499, atom 4 (O): -0.646, atom 5 (O): -0.446, atom 6 (S): 0.593

Entry 2
Entry from the OMol25 dataset: 2 unconnected molecules or ions with the total composition H2NO4S2 (ωB97M-V with the def2-TZVPD basis set).

```
9
H2NO4S2, DFT ωB97M-V with the def2-TZVPD basis set
N -0.55107 0.17710 1.78186
O 2.56645 -1.49436 -0.62027
O -1.25484 0.95445 -1.72087
O -3.40117 0.60882 -0.66986
O -1.55228 0.21998 0.97229
S 0.83822 0.82925 1.32260
S -2.12402 1.29693 -0.62621
H 2.14965 -0.76508 -0.20702
H 3.32905 -1.82710 -0.23252
```

Output
HOMO level, hartree: -0.1615
Net charge: -1
Orbital gap, eV: 7.7

Atomic partial charges in e from the Mulliken method, atoms 1 to 6: atom 1 (N): 0.076, atom 2 (O): -0.585, atom 3 (O): -0.482, atom 4 (O): -0.508, atom 5 (O): -0.327, atom 6 (S): -0.357

If we sort the structures by their calculated energies, the order from most to least stable is entry 1, entry 2.